# 1
C2H6N4 | ωB97M-V/def2-TZVPD

Geometry as XYZ:
```
12
Properties=species:S:1:pos:R:3:forces:R:3
N -2.21369 0.81006 0.18042 -0.2678 0.8487 0.1187
C -1.36659 -0.06713 0.00450 -0.5240 -1.8812 0.2952
N -0.99263 -1.24379 0.02409 -0.6041 1.1313 -0.6688
N 0.06853 -1.81643 0.63161 2.4477 0.7590 0.0678
H -2.24118 1.60204 -0.44769 0.2035 0.0203 -0.0764
H 0.23609 -2.70477 0.15357 0.0661 0.4036 0.1366
H 0.98259 -1.10825 0.49056 -1.9708 -1.9865 0.2803
C 0.85914 0.97104 -0.53702 1.5021 -0.0350 0.2726
N 1.62645 0.25929 0.21141 -0.1907 0.8801 -0.5006
H 0.51753 1.97135 -0.27605 -0.1752 -0.1296 0.1570
H 0.73276 0.65780 -1.56700 -0.2823 -0.1531 -0.0097
H 1.79099 0.66877 1.13159 -0.2046 0.1424 -0.0726
```
Forces are in eV/Å.

Energy relative to the best compared isomer or geometry (same formula, charge and spin), kcal per mole: 88.8
E_HOMO, eV: -8.22
Max |F|, eV/A: 2.81
HOMO-LUMO gap, eV: 8.63
Structure (SMILES): N=C=NN.C=N

Atomic partial charges in e from the Mulliken method, atoms 1 to 5: -0.56 0.46 -0.20 -0.49 0.24

***

# 2
C18H40N5OP3Tc | ωB97M-V/def2-TZVPD

Geometry as XYZ:
```
68
Properties=species:S:1:pos:R:3:forces:R:3
Tc -0.68067 -0.20521 0.87550 -1.4931 -0.4625 -0.7298
P -1.88538 1.74613 0.34233 -2.5401 2.2154 -0.4411
P -1.06590 -1.46935 -1.00054 -1.1514 -1.4016 -2.0860
P 1.24586 0.50004 1.83618 3.2137 0.5361 1.8331
H 2.42459 -3.08983 -2.08211 0.1399 0.0492 0.2987
C 3.01372 -2.87474 -1.18300 0.6823 1.8267 -3.5140
C 2.87726 -3.59358 -0.05768 0.1141 -2.5670 3.2206
H 2.19339 -4.44686 0.01005 0.1786 0.2433 -0.0558
C -2.43055 1.99025 -1.38751 0.5219 -0.5553 -0.4462
C -3.48417 1.88137 1.22067 0.2007 -0.5570 0.3561
C -1.08884 3.34508 0.69936 0.7856 -0.3464 0.2184
C -0.50121 -3.16649 -0.66996 0.0442 0.0167 0.6835
C -2.84875 -1.74907 -1.36489 -0.1220 0.1039 0.5976
C -0.40431 -1.08459 -2.63924 0.5188 0.7808 -0.0176
C 2.64345 -0.66371 1.78024 0.0664 -0.4587 0.2029
C 1.01053 0.81942 3.62643 -0.6121 -0.4573 -0.1211
C 2.02556 2.05185 1.28486 -0.4199 0.3496 -0.8527
H 3.78050 -2.09966 -1.28239 -0.1884 -0.1812 0.0907
H 3.52685 -3.43340 0.80898 -0.1905 0.0337 -0.2011
H -3.14045 2.82667 -1.41379 0.1177 -0.1829 0.1779
H -2.91316 1.08688 -1.77726 -0.0202 0.3431 0.0222
H -1.54802 2.22312 -2.00086 -0.4513 -0.0652 0.1962
H -4.03117 2.76220 0.85798 0.2345 -0.1922 0.0892
H -3.30948 1.97824 2.30019 -0.1883 0.0705 -0.2049
H -4.08541 0.98130 1.03241 0.0392 0.2702 0.0628
H -1.82835 4.15340 0.62101 0.0276 -0.3207 -0.0050
H -0.28986 3.50234 -0.03701 -0.2033 0.0387 0.2263
H -0.66535 3.34108 1.71151 -0.1259 0.1959 -0.1797
H -0.81350 -3.80983 -1.50481 0.0759 0.1906 0.1160
H -0.99261 -3.49347 0.25900 0.3833 -0.1330 -0.4331
H 0.59113 -3.20405 -0.55849 -0.3913 0.0127 -0.0323
H -2.93396 -2.17201 -2.37543 0.0731 0.1224 0.2798
H -3.41343 -0.81059 -1.30670 0.0469 -0.3265 -0.0936
H -3.24574 -2.45407 -0.62154 0.0208 0.2933 -0.4277
H 0.44420 -1.74511 -2.85853 -0.2181 0.1941 -0.0431
H -0.06737 -0.03681 -2.64878 -0.0854 -0.3609 -0.2153
H -1.19543 -1.22343 -3.38915 0.3022 -0.0206 0.2198
H 3.58639 -0.10690 1.84405 -0.1867 -0.2347 0.0172
H 2.63566 -1.26671 0.86213 -0.0163 0.3041 0.0758
H 2.56499 -1.34814 2.63362 0.0779 0.0728 -0.1286
H 1.91203 1.26500 4.06619 -0.1324 -0.0063 -0.2622
H 0.78627 -0.13010 4.12731 0.0582 0.2367 0.0137
H 0.15797 1.49713 3.76086 0.2270 -0.0123 0.1260
H 3.11460 1.96410 1.38959 -0.3058 -0.0254 0.0714
H 1.66705 2.89638 1.88494 0.0382 -0.2288 -0.1125
H 1.78553 2.23671 0.23036 0.1889 0.1096 0.2612
C 1.58353 2.09501 -2.37155 -0.1875 -0.4157 0.2874
C 1.79710 3.27894 -3.16760 0.2073 0.0727 0.0487
C 3.06595 3.59316 -3.60319 -0.6557 0.3640 -0.1637
C 4.14929 2.74272 -3.33590 0.2098 0.4631 -0.2468
C 3.95525 1.54558 -2.63484 -0.5615 -1.1237 0.5989
C 2.69976 1.19063 -2.18376 0.6271 0.5814 -0.2943
O 0.46212 1.86523 -1.81314 0.6129 -0.1443 0.0890
H -0.24991 -1.16054 2.10627 0.6515 0.2607 0.5837
H 0.92212 3.89951 -3.35867 0.3259 0.0017 -0.0193
H 3.21627 4.51627 -4.16304 0.0569 -0.2706 0.1050
H 5.14404 3.01558 -3.68769 -0.2319 -0.0941 0.0965
H 4.79491 0.87487 -2.44556 -0.1179 0.2844 -0.1625
H 2.50760 0.25955 -1.65158 0.0492 0.1149 0.0208
N -3.95953 -4.18427 2.59330 0.3882 1.3066 -0.6026
N -3.42898 -2.90541 2.49736 0.9448 0.4437 0.5345
N -3.68214 -1.98199 3.45329 1.0991 -0.2787 -1.8368
C -2.91705 -0.96820 3.03749 -0.2000 -0.4831 -0.1797
N -2.23321 -1.25041 1.89586 -1.5412 -1.1261 0.3338
N -2.57687 -2.53750 1.55115 -0.7898 0.6495 1.9556
H -3.29773 -4.85309 2.21952 -0.0637 -0.1323 0.0027
H -4.22478 -4.35845 3.55638 -0.1548 0.0196 0.1125
H -2.85218 -0.04816 3.59980 -0.0040 -0.0073 -0.1169
```
Forces are in eV/Å.

Energy relative to the best compared isomer or geometry (same formula, charge and spin), kcal per mole: 18.2
E_HOMO (spin up / spin down), eV: -19.00 / -19.87
Max |F|, eV/A: 4.12
HOMO-LUMO gap (spin up / spin down), eV: 4.70 / 2.64
Spin multiplicity: 4
Total charge: +4

Atomic partial charges in e from the Mulliken method, atoms 1 to 5: -0.16 1.34 1.44 1.09 0.37

***

# 3
C3H7N2 | ωB97M-V/def2-TZVPD

Geometry as XYZ:
```
12
Properties=species:S:1:pos:R:3:forces:R:3
C -0.13521 -1.03787 -0.05633 0.5723 0.5509 3.9215
C -1.16256 -1.38318 -2.19404 -0.0232 0.8463 3.2338
C -0.31380 -0.70921 -1.37674 -0.6111 0.2096 -2.4864
N 0.13582 -0.92280 1.06932 -0.5656 -1.5083 -1.5337
N 0.87720 1.33704 1.78873 2.6508 3.2653 2.6808
H -1.24786 -1.04598 -3.17082 -0.4317 0.2097 -1.7720
H -1.93678 -2.02856 -1.69520 1.2624 0.0861 -1.0362
H 0.26397 0.24281 -1.54609 -0.4880 -1.3478 -0.8784
H 0.86017 0.29769 1.79296 -0.1084 -0.3650 0.0259
H 0.38296 1.76390 2.62352 0.6757 -0.8672 -0.9347
H 0.40493 1.68768 0.99783 -0.8326 0.2718 -1.3748
H 1.87115 1.79846 1.76687 -2.1007 -1.3514 0.1541
```
Forces are in eV/Å.

Energy relative to the best compared isomer or geometry (same formula, charge and spin), kcal per mole: 29.1
E_HOMO, eV: -14.42
Max |F|, eV/A: 4.99
HOMO-LUMO gap, eV: 10.51
Total charge: +1

Atomic partial charges in e from the Mulliken method, atoms 1 to 5: 0.53 -0.63 -0.12 -0.61 -0.55

***

# 4
C16H37NSi4TeTi | ωB97M-V/def2-TZVPD

Geometry as XYZ:
```
60
Properties=species:S:1:pos:R:3:forces:R:3
C -4.84790 -1.09186 -1.83852 0.3968 -0.0273 0.0353
C -4.86848 0.26505 -1.40778 0.1387 -0.0602 0.2289
C -4.30027 0.31955 -0.10323 -0.1754 -0.0797 -0.1435
C -3.91782 -0.99923 0.26727 -0.0724 0.0362 -0.3452
C -4.25245 -1.87323 -0.80749 -0.0406 0.1189 0.0283
Ti -2.58112 -0.42380 -1.63059 -0.0822 0.9626 -0.3805
N -1.76684 -1.48515 -2.91332 0.1050 -0.0513 -0.0376
C -1.81408 -0.37585 -3.93564 0.1869 0.0046 -0.5029
C -2.46240 0.86916 -3.27973 -0.2335 -0.0575 -0.1879
H -4.14872 1.22322 0.49031 -0.0820 -0.4861 -0.2723
H -5.24941 1.11395 -1.97598 0.1722 -0.3594 0.2463
H -3.42328 -1.28893 1.19573 -0.1845 0.1389 -0.3639
H -4.06657 -2.94859 -0.84206 -0.0846 0.4501 0.0116
H -5.18505 -1.46312 -2.80812 0.1393 0.1416 0.4067
H -3.36146 1.21117 -3.81223 0.3363 -0.2030 0.2398
H -0.78450 -0.15814 -4.28559 -0.4754 -0.0772 0.2050
H -1.51260 -2.39046 -3.30926 -0.1358 0.5085 0.2550
H -1.75448 1.69730 -3.12510 -0.4373 -0.4835 -0.1384
H -2.41530 -0.70465 -4.80628 0.2524 0.1393 0.4264
C 1.87884 3.43168 1.88821 0.1629 0.3881 -0.1082
Si 1.35954 1.72155 2.42070 -0.0469 0.5690 0.7229
C 2.73775 0.95369 3.41777 0.3237 -0.1760 0.2493
C -0.14206 1.91285 3.51832 -0.3238 0.1067 0.2602
Si 0.83051 0.48610 0.61256 -0.6902 0.3359 -0.2843
Te -1.19425 1.63648 -0.29444 0.0955 -0.5845 0.0632
Si 2.44512 0.63302 -0.94577 0.5154 0.2775 -0.6630
C 4.13441 0.38173 -0.19014 0.3904 -0.0468 0.1629
C 2.17775 -0.64529 -2.27574 0.0494 -0.3533 -0.3277
C 2.39716 2.31888 -1.74994 0.0016 0.3229 -0.2459
Si 0.50971 -1.65444 1.23809 -0.1246 -0.5816 0.2379
C 2.14938 -2.47115 1.60156 0.3757 -0.1839 0.0307
C -0.54702 -1.76059 2.76994 -0.2188 -0.1409 0.3469
C -0.32841 -2.61467 -0.12160 0.0221 -0.3826 -0.2414
H 2.08088 4.04934 2.78719 -0.0821 -0.1881 -0.5059
H 1.06671 3.89882 1.29401 0.5334 -0.1221 0.2499
H 2.80305 3.36584 1.28214 -0.4288 0.2400 0.2319
H 2.96819 1.60844 4.28310 -0.0176 -0.4046 -0.3783
H 2.41537 -0.03785 3.79183 0.3255 0.4309 -0.0893
H 3.64503 0.84131 2.79350 -0.3430 -0.0619 0.4332
H -0.95963 2.39567 2.94533 0.3492 -0.2834 0.3947
H -0.48702 0.92924 3.88480 0.0132 0.4889 -0.0896
H 0.12095 2.55013 4.38773 -0.2225 -0.3078 -0.3673
H 4.19380 -0.61019 0.29756 0.1514 0.5075 -0.1462
H 4.90438 0.44816 -0.98489 -0.2538 -0.0637 0.4626
H 4.32140 1.17654 0.55904 0.0706 -0.4542 -0.3174
H 1.17513 -0.50822 -2.72611 0.4479 -0.2245 0.1439
H 2.95665 -0.52939 -3.05722 -0.4417 -0.1567 0.2877
H 2.26023 -1.65831 -1.83434 -0.0962 0.3809 -0.3895
H 1.40768 2.47091 -2.22716 0.5502 0.0654 0.2502
H 2.56730 3.11098 -0.99671 -0.1317 -0.2440 -0.4598
H 3.19039 2.37694 -2.52333 -0.3874 0.0791 0.3373
H 2.67603 -1.92695 2.40909 -0.0998 -0.3548 -0.4171
H 1.97518 -3.51918 1.91979 0.2097 0.4801 -0.1347
H 2.77339 -2.46984 0.68617 -0.1492 -0.0880 0.5241
H -1.51629 -1.25474 2.59521 0.4273 -0.2114 0.2896
H -0.72164 -2.82735 3.01890 -0.0227 0.5343 -0.0148
H -0.01626 -1.28075 3.61488 -0.4184 -0.2298 -0.2948
H -1.31881 -2.16589 -0.32263 0.3274 -0.4107 0.0036
H 0.28463 -2.59303 -1.04236 -0.4805 -0.0299 0.3392
H -0.46242 -3.66685 0.20257 -0.0867 0.4623 -0.2576
```
Forces are in eV/Å.

E_HOMO, eV: -7.07
Max |F|, eV/A: 1.04
HOMO-LUMO gap, eV: 6.95

Atomic partial charges in e from the Mulliken method, atoms 1 to 5: -0.36 -0.46 -0.67 -0.20 -0.63

***

> Number 2 is which compound?

C18H40N5OP3Tc

***

> Among the records above, which one has the highest max |F|?

C3H7N2

***

> Which formula does entry 4 have?

C16H37NSi4TeTi

***

> Which formula does entry 1 have?

C2H6N4